C3H39NO17 | ωB97M-V with the def2-TZVPD basis set

```
60
Properties=species:S:1:pos:R:3:mulliken_charge:R:1
C -4.099 -0.299 -2.847 -1.400
C -3.290 0.692 -2.107 0.349
N -2.880 0.435 -0.762 0.475
C -3.481 -0.561 0.047 -0.915
O -2.782 1.713 -2.668 -0.552
H -3.926 -0.424 -3.967 0.343
H -4.029 -1.282 -2.484 0.444
H -5.136 0.014 -2.744 0.320
H -1.941 0.953 -0.397 0.170
H -3.499 -0.328 1.263 0.034
H -2.825 -1.505 0.211 0.249
H -4.598 -1.048 -0.074 0.323
H -3.442 4.499 -1.083 0.299
H -2.382 3.635 -1.989 0.335
O -2.541 3.978 -1.060 -0.764
H 1.703 4.829 -1.698 0.254
H 0.913 4.938 -0.331 0.336
O 0.926 4.454 -1.160 -0.588
H 2.903 1.392 1.722 0.277
H 1.577 1.414 1.002 0.065
O 2.018 0.932 1.686 -0.235
H -0.826 1.556 -1.996 0.222
H -0.230 2.816 -1.290 0.200
O -0.298 1.888 -1.296 -0.821
H -0.767 4.748 1.607 0.310
H -1.085 5.024 0.027 0.320
O -0.821 5.378 0.915 -0.648
H 2.804 -2.197 0.257 0.339
H 3.712 -3.145 1.272 0.300
O 3.458 -2.926 0.256 -0.545
H 0.670 -1.999 0.441 0.087
H 0.290 -1.089 -0.529 0.344
O 1.127 -1.397 -0.127 -0.858
H 1.168 1.950 -3.659 0.326
H 1.383 1.200 -2.483 0.224
O 1.810 1.953 -2.909 -0.509
H 1.928 -2.214 3.354 0.269
H 2.841 -1.279 2.592 0.245
O 2.712 -2.172 2.818 -0.709
H 4.578 -3.305 -1.177 0.342
H 4.286 -2.723 -2.716 0.308
O 4.950 -2.815 -1.983 -0.686
H 3.449 0.133 -0.442 0.209
H 4.769 0.604 -1.101 0.259
O 4.213 0.755 -0.361 -0.582
H -0.928 -2.171 3.766 0.367
H -0.446 -3.088 4.742 0.211
O -0.148 -2.774 3.976 -0.490
H -2.505 -0.541 2.943 0.185
H -1.069 -0.093 3.473 0.285
O -1.943 -0.619 3.626 -0.457
H -0.125 0.255 0.632 0.151
H -0.180 1.635 1.243 0.216
O -0.658 0.903 1.029 -0.540
H 2.078 -4.487 -0.042 0.360
H 1.274 -3.602 -0.937 0.309
O 1.234 -4.519 -0.542 -0.503
H -1.041 -3.996 1.452 0.214
H -0.014 -2.927 1.551 0.141
O -0.838 -3.151 1.058 -0.213
```

Summary:
Gap between HOMO and LUMO (alpha / beta) (eV): 2.481 / 9.145
HOMO energy (alpha / beta) (eV): 0.09 / -6.74
Charge: -1
2S+1: 2
DFT total energy (eV): -40038.986